<a>
Below is the molecule C3H3NO, with properties calculated with the ωB97M-V functional and the def2-TZVPD basis.

molecular weight: 69.06 Da
HOMO: -10.275 eV
structure (SMILES): C=COC#N
frontier orbital gap: 10.9 eV

Last column: Mulliken charge in e.
Atoms and positions in Å:
C (-3.20, -0.16, 0.00)  0.48
C (0.43, -0.30, 0.09)  -0.60
C (-0.84, 0.05, -0.03)  0.00
N (-4.20, 0.38, -0.12)  -0.36
O (-1.97, -0.71, 0.15)  -0.32
H (1.23, 0.38, -0.34)  0.21
H (0.71, -1.21, 0.62)  0.27
H (-0.96, 0.88, -0.56)  0.32

<b>
Below is the molecule C3H3NO, with properties calculated with the ωB97M-V functional and the def2-TZVPD basis.

molecular weight: 69.06 Da
HOMO: -9.374 eV
structure (SMILES): N=C=C1CO1
frontier orbital gap: 9.3 eV

Last column: Mulliken charge in e.
Atoms and positions in Å:
C (0.16, 0.51, 0.12)  0.23
C (-1.09, 0.48, -0.08)  0.17
C (1.38, -0.24, 0.17)  -0.19
N (-2.40, 0.04, 0.08)  -0.54
O (1.37, 1.11, -0.15)  -0.40
H (1.75, -0.38, 1.09)  0.23
H (1.46, -1.04, -0.52)  0.24
H (-2.64, -0.49, -0.72)  0.25

<c>
Below is the molecule C3H3NO, with properties calculated with the ωB97M-V functional and the def2-TZVPD basis.

molecular weight: 69.06 Da
HOMO (alpha / beta): -8.454 / -8.458 eV
frontier orbital gap (alpha / beta): 8.9 / 9.0 eV

Last column: Mulliken charge in e.
Atoms and positions in Å:
C (0.22, 0.02, 0.66)  -0.22
C (-0.29, -0.96, -0.34)  -0.24
C (0.13, 0.43, -0.56)  -0.27
N (1.43, -1.63, -1.83)  -0.22
O (0.60, -1.99, -0.94)  -0.10
H (0.44, 0.27, 1.67)  0.37
H (-1.32, -1.27, -0.38)  0.30
H (0.49, 1.01, -1.39)  0.37

We find <a> to be the most stable, with the next structure 51.4 kcal/mol higher.

<a>
Below is a cluster of 2 separate species, C3H3NO2S in total, with properties calculated with the ωB97M-V functional and the def2-TZVPD basis.

molecular weight: 117.13 Da
HOMO: -8.859 eV
structure (SMILES): O=CON=S.C#C
frontier orbital gap: 7.8 eV

Last column: Mulliken charge in e.
Atoms and positions in Å:
C (0.45, -1.55, -0.03)  -0.27
C (-0.88, 1.98, -0.16)  0.17
C (0.49, -0.85, 0.93)  -0.44
N (-2.15, 0.06, 0.36)  -0.03
O (-1.90, 1.05, -0.48)  -0.07
O (-0.18, 1.71, 0.78)  -0.37
S (-3.22, -0.97, 0.01)  -0.07
H (0.50, -2.12, -0.90)  0.43
H (-1.05, 2.87, -0.73)  0.34
H (0.84, -0.50, 1.88)  0.31

<b>
Below is the molecule C3H3NO2S, with properties calculated with the ωB97M-V functional and the def2-TZVPD basis.

molecular weight: 117.13 Da
HOMO (alpha / beta): -10.116 / -10.115 eV
structure (SMILES): CC(C#N)=S(=O)=O
frontier orbital gap (alpha / beta): 7.9 / 7.9 eV

Last column: Mulliken charge in e.
Atoms and positions in Å:
C (-1.98, 1.83, 0.27)  0.23
C (-1.56, 0.51, 0.30)  0.14
C (0.04, -0.08, -0.07)  -0.88
N (-2.31, 2.92, 0.15)  -0.35
O (-2.46, -1.96, -0.13)  -0.49
O (-4.14, -0.06, 0.04)  -0.47
S (-2.76, -0.54, -0.20)  0.85
H (0.05, -1.05, 0.37)  0.29
H (-0.18, -0.05, -1.14)  0.30
H (0.85, 0.58, 0.15)  0.37

We find <b> to be the most stable, with the next structure 48.2 kcal/mol higher.

<a>
Below is the molecule C3H3NO2S, with properties calculated with the ωB97M-V functional and the def2-TZVPD basis.

molecular weight: 117.13 Da
HOMO: -9.541 eV
structure (SMILES): C=NSC(=O)C=O
frontier orbital gap: 8.9 eV

Last column: Mulliken charge in e.
Atoms and positions in Å:
C (2.55, 0.87, 0.05)  -0.16
C (-0.61, 0.27, -0.19)  0.64
C (-2.03, -0.38, -0.04)  -0.19
H (1.89, 1.75, -0.24)  0.26
H (3.66, 1.07, 0.50)  0.22
H (-2.16, -1.45, 0.03)  0.32
N (2.16, -0.37, 0.20)  -0.34
O (-0.46, 1.42, -0.15)  -0.42
O (-2.97, 0.27, 0.25)  -0.36
S (0.59, -1.06, -0.09)  0.02

<b>
Below is the molecule C3H3NO2S, with properties calculated with the ωB97M-V functional and the def2-TZVPD basis.

molecular weight: 117.13 Da
HOMO: -9.174 eV
structure (SMILES): O=c1o[nH]cc1S
frontier orbital gap: 9.3 eV

Last column: Mulliken charge in e.
Atoms and positions in Å:
C (-0.49, 0.04, -0.17)  -0.06
C (0.14, -1.11, 0.13)  -0.17
C (0.33, 1.15, -0.12)  0.73
H (-2.72, 1.41, 0.53)  0.18
H (-0.20, -2.20, 0.58)  0.31
H (1.99, -1.23, -0.80)  0.30
N (1.49, -0.88, 0.09)  -0.22
O (1.55, 0.50, -0.22)  -0.23
O (0.26, 2.31, 0.11)  -0.54
S (-2.34, 0.02, -0.13)  -0.30

We find <a> to be the most stable, with the next structure 22.4 kcal/mol higher.

<a>
Below is the ion C3H5N3 with charge +2, with properties calculated with the ωB97M-V functional and the def2-TZVPD basis.

total charge: +2
molecular weight: 83.09 Da
HOMO: -21.701 eV
frontier orbital gap: 8.4 eV

Last column: Mulliken charge in e.
Atoms and positions in Å:
C (-1.40, 0.94, 0.18)  0.16
C (0.01, 0.57, 1.89)  0.06
C (-0.11, 0.00, -0.26)  0.51
N (-1.16, 1.19, 1.43)  -0.23
N (0.51, -0.21, 0.95)  0.02
N (0.29, -0.46, -1.40)  -0.21
H (-2.28, 1.32, -0.39)  0.40
H (0.19, 0.66, 2.95)  0.40
H (1.26, -0.83, 1.10)  0.23
H (-0.18, -0.21, -2.27)  0.33
H (1.03, -1.11, -1.72)  0.32

<b>
Below is the ion C3H5N3 with charge +2, with properties calculated with the ωB97M-V functional and the def2-TZVPD basis.

total charge: +2
molecular weight: 83.09 Da
HOMO: -21.121 eV
frontier orbital gap: 9.3 eV

Last column: Mulliken charge in e.
Atoms and positions in Å:
C (0.15, 0.67, 1.36)  0.10
C (0.18, 0.45, -1.05)  0.49
C (0.27, -0.33, -2.02)  -0.52
N (-1.06, -1.39, 1.41)  -0.27
N (-0.42, -0.47, 1.55)  0.52
N (0.15, 1.23, -0.02)  -0.02
H (0.49, 1.29, 2.30)  0.37
H (-0.51, -0.93, -2.49)  0.35
H (-0.79, -2.35, 1.54)  0.37
H (1.27, -0.35, -2.46)  0.30
H (0.25, 2.18, -0.14)  0.30

We find <a> to be the most stable, with the next structure 70.0 kcal/mol higher.

<a>
Below is a cluster of 2 separate species, C5H13NOS in total, with properties calculated with the ωB97M-V functional and the def2-TZVPD basis.

molecular weight: 135.23 Da
HOMO: -7.401 eV
frontier orbital gap: 8.2 eV

Last column: Mulliken charge in e.
Atoms and positions in Å:
C (1.25, -1.46, -0.63)  -1.35
C (1.39, -0.28, 1.52)  -1.91
C (-3.32, 0.69, -0.18)  -1.08
C (-0.57, 0.91, -0.50)  -1.07
C (1.51, -0.17, 0.07)  1.21
N (2.43, 0.65, -0.40)  -0.48
O (-1.70, -1.36, -0.08)  -0.70
S (-1.70, -0.01, 0.47)  0.52
H (0.27, -1.74, -0.57)  0.35
H (1.60, -1.43, -1.63)  0.42
H (1.82, -2.21, -0.07)  0.35
H (1.19, 0.62, 1.97)  0.50
H (2.38, -0.65, 1.91)  0.45
H (0.69, -1.01, 1.74)  0.43
H (-3.70, 1.25, 0.62)  0.36
H (-3.92, -0.14, -0.36)  0.36
H (-3.21, 1.28, -1.02)  0.33
H (-0.69, 0.78, -1.48)  0.51
H (-0.79, 1.98, -0.11)  0.31
H (2.40, 0.85, -1.41)  0.26
H (2.67, 1.45, 0.13)  0.22

<b>
Below is the molecule C5H13NOS, with properties calculated with the ωB97M-V functional and the def2-TZVPD basis.

molecular weight: 135.23 Da
HOMO: -9.125 eV
structure (SMILES): OCNCCCCS
frontier orbital gap: 10.0 eV

Last column: Mulliken charge in e.
Atoms and positions in Å:
C (0.92, 0.42, -0.75)  -0.71
N (0.59, 1.43, 0.27)  -0.25
C (1.23, 2.68, 0.05)  -0.49
O (0.84, 3.41, -1.12)  -0.54
C (-0.15, -0.66, -0.87)  -0.67
C (-0.81, -0.98, 0.46)  -0.22
C (-0.83, -2.51, 0.68)  -1.12
S (-1.38, -3.31, 2.17)  -0.22
H (1.19, 0.91, -1.69)  0.42
H (1.85, -0.04, -0.42)  0.26
H (-0.42, 1.52, 0.24)  0.18
H (1.06, 3.33, 0.90)  0.33
H (2.28, 2.52, -0.14)  0.34
H (-0.09, 3.67, -1.15)  0.30
H (-0.96, -0.28, -1.51)  0.27
H (0.29, -1.52, -1.37)  0.44
H (-0.23, -0.65, 1.30)  0.36
H (-1.81, -0.57, 0.64)  0.39
H (-1.10, -2.98, -0.27)  0.47
H (0.20, -2.91, 0.59)  0.35
H (-2.70, -3.46, 1.98)  0.11

We find <b> to be the most stable, with the next structure 62.9 kcal/mol higher.

<a>
Below is a cluster of 2 separate species, C5H13NOS in total, with properties calculated with the ωB97M-V functional and the def2-TZVPD basis.

molecular weight: 135.23 Da
HOMO: -8.814 eV
structure (SMILES): CC(N)=O.CCSC
frontier orbital gap: 9.5 eV

Last column: Mulliken charge in e.
Atoms and positions in Å:
C (-1.36, 0.28, 2.85)  -0.99
C (-1.63, -1.09, 2.25)  0.64
O (-2.05, -2.02, 2.89)  -0.60
N (-1.37, -1.16, 0.91)  -0.32
H (-2.10, 1.01, 2.51)  0.28
H (-0.39, 0.70, 2.58)  0.30
H (-1.54, -2.08, 0.51)  0.20
H (-0.84, -0.48, 0.41)  0.15
H (-1.37, 0.24, 3.94)  0.30
C (0.12, 1.13, -1.88)  -0.34
C (1.16, 1.57, -0.85)  -1.14
C (1.69, -1.25, -2.04)  -0.79
S (0.83, -0.06, -3.07)  -0.09
H (-0.70, 0.66, -1.34)  0.24
H (-0.22, 1.97, -2.45)  0.33
H (1.68, 0.75, -0.38)  0.32
H (0.72, 2.21, -0.07)  0.34
H (2.54, -0.86, -1.49)  0.29
H (1.01, -1.69, -1.29)  0.22
H (1.94, -2.07, -2.71)  0.32
H (1.88, 2.25, -1.30)  0.35

<b>
Below is a cluster of 2 separate species, C5H13NOS in total, with properties calculated with the ωB97M-V functional and the def2-TZVPD basis.

molecular weight: 135.23 Da
HOMO: -8.603 eV
frontier orbital gap: 8.0 eV

Last column: Mulliken charge in e.
Atoms and positions in Å:
C (-0.69, -0.87, -0.49)  -0.13
C (-1.50, 0.26, -1.13)  -0.98
S (-3.21, 0.21, -0.59)  -0.26
C (-0.58, -0.44, 0.93)  -0.42
N (0.54, 0.46, 1.17)  -0.18
C (1.89, -0.12, 1.15)  -0.50
C (2.70, 0.45, 0.01)  -0.39
O (4.05, 0.00, 0.03)  -0.52
H (0.29, -0.98, -0.94)  0.24
H (-1.16, -1.83, -0.60)  0.27
H (-1.05, 1.23, -0.83)  0.42
H (-1.40, 0.20, -2.21)  0.39
H (-2.31, 0.77, 1.11)  0.46
H (-1.56, 0.17, 1.01)  -0.47
H (-0.62, -1.26, 1.65)  0.44
H (0.38, 0.98, 2.03)  0.22
H (1.80, -1.21, 1.06)  0.24
H (2.39, 0.10, 2.10)  0.36
H (2.79, 1.55, 0.10)  0.27
H (2.24, 0.25, -0.97)  0.23
H (4.15, -0.76, -0.55)  0.30

We find <a> to be the most stable, with the next structure 98.3 kcal/mol higher.